# 1
# C43H39BrN5O2S2V

C43H39BrN5O2S2V as an isolated structure (the ωB97M-V functional and the def2-TZVPD basis, the OMol25 dataset).

Results
HOMO-LUMO gap (alpha / beta): 3.2 / 3.0 eV
LUMO energy (alpha / beta): 1.3865 / 1.1991 eV
Net charge: -1
Multiplicity: 2

Each line ends with the Mulliken charge.
Positions of all 93 atoms, in Å:
Br (-1.766, -2.472, -1.419)  -0.022
V (-0.050, 0.289, 0.126)  -1.172
S (-1.812, 2.045, -3.267)  -0.595
S (3.450, -3.649, 3.849)  -0.375
O (1.095, 4.037, 1.189)  -0.784
O (0.833, 1.970, 0.428)  -0.273
N (-1.697, 1.939, 1.435)  -0.325
N (-1.339, 0.474, -1.231)  1.532
N (-0.476, -0.662, 1.361)  0.778
N (-0.951, 3.119, 1.275)  -0.404
N (1.480, -2.596, 2.560)  0.274
C (1.190, 2.252, -3.213)  -1.372
C (0.479, -2.776, -4.848)  -0.943
C (1.611, 0.482, -1.573)  0.615
C (-2.054, -1.953, 4.390)  -1.001
C (3.334, 2.092, -2.183)  -1.083
C (-3.623, 0.132, -0.361)  0.202
C (-0.352, -2.215, -2.674)  0.905
C (-3.149, 1.479, -2.310)  1.405
C (-0.729, -0.912, 2.649)  -0.096
C (0.436, 3.036, 0.957)  0.232
C (3.505, -1.718, -1.317)  -0.811
C (2.755, -4.094, -0.576)  -1.446
C (-1.661, -1.895, 3.067)  0.629
C (-6.786, 0.912, 1.115)  -1.722
C (1.970, -3.047, 0.164)  2.055
C (3.399, -3.807, 2.108)  1.148
C (0.859, -1.675, -2.281)  -0.432
C (-6.045, -0.214, 0.380)  1.969
C (1.744, -2.401, -4.433)  -0.882
C (-0.510, -0.230, 4.970)  -0.779
C (1.077, 0.750, 3.318)  -1.243
C (-0.089, -0.134, 3.655)  0.965
C (-0.712, 1.102, -2.226)  0.026
C (3.299, -1.750, -2.634)  -1.357
C (1.194, -0.862, -1.045)  2.227
C (-2.695, 0.657, -1.263)  -1.767
C (-4.976, 0.390, -0.521)  0.506
C (-0.564, -2.740, -3.944)  -0.659
C (2.259, -3.152, 1.624)  -2.425
C (0.691, 1.233, -2.376)  0.905
C (4.249, -4.536, 1.291)  -1.029
C (-5.388, 1.224, -1.567)  -0.326
C (-2.160, -2.896, 2.076)  -0.389
C (2.902, 1.007, -1.450)  -0.011
C (-1.519, -1.101, 5.342)  -0.896
C (-5.470, -1.178, 1.419)  -1.879
C (2.494, 2.668, -3.133)  -0.938
C (2.355, -1.596, -0.356)  -0.249
C (-7.035, -0.997, -0.496)  -1.793
C (1.934, -2.756, 3.749)  -0.557
C (1.950, -1.890, -3.157)  1.068
C (-4.490, 1.774, -2.458)  -1.365
C (3.849, -4.698, -0.052)  -0.355
H (-7.789, -1.476, 0.125)  0.461
H (-6.435, 1.454, -1.692)  0.443
H (4.337, 2.470, -2.044)  0.459
H (2.590, -2.522, -5.095)  0.431
H (-3.231, -0.476, 0.440)  -0.073
H (5.124, -5.027, 1.681)  0.360
H (1.493, 0.463, 2.350)  -0.293
H (0.802, 1.805, 3.280)  0.419
H (-0.035, 0.387, 5.722)  0.465
H (-1.534, -3.130, -4.205)  0.484
H (-1.313, -3.332, 1.552)  0.023
H (-4.749, -0.685, 2.066)  0.358
H (1.461, -2.395, 4.638)  0.354
H (0.317, -3.152, -5.848)  0.365
H (-6.117, 1.401, 1.821)  0.353
H (2.454, -4.311, -1.591)  0.443
H (-7.157, 1.662, 0.422)  0.337
H (-2.797, -2.434, 1.327)  -0.466
H (1.853, 0.639, 4.075)  0.548
H (0.503, 2.739, -3.895)  0.518
H (2.849, 3.472, -3.761)  0.418
H (-2.648, 2.066, 1.093)  0.308
H (3.599, 0.560, -0.757)  0.456
H (-7.632, 0.507, 1.666)  0.443
H (-2.716, -3.687, 2.573)  0.519
H (4.500, -1.800, -0.902)  0.563
H (-6.276, -1.560, 2.043)  0.493
H (-1.725, 1.611, 2.404)  0.348
H (-4.821, 2.417, -3.259)  0.406
H (0.889, -3.161, 0.010)  -0.363
H (-1.153, 3.895, 1.902)  0.282
H (-1.845, -1.150, 6.372)  0.395
H (4.116, -1.840, -3.337)  0.387
H (-7.542, -0.347, -1.204)  0.354
H (-4.989, -2.021, 0.931)  0.353
H (-6.505, -1.764, -1.056)  0.381
H (4.431, -5.371, -0.671)  0.369
H (-2.787, -2.691, 4.686)  0.411
H (2.671, -1.025, 0.527)  0.800

Forces on atoms 1 to 6 (eV/Å):
Br 0.04 -0.30 -0.23
V 0.96 0.00 2.03
S 0.26 -0.76 0.62
S -0.49 0.23 -0.57
O 0.13 -0.10 -0.05
O 0.62 -1.33 -0.59



# 2
# C29H18Co2O9S

C29H18Co2O9S as an isolated structure (the ωB97M-V functional and the def2-TZVPD basis, the OMol25 dataset).

Results
HOMO-LUMO gap: 4.6 eV
LUMO energy: 4.3270 eV
Net charge: -2

Each line ends with the Mulliken charge.
Positions of all 59 atoms, in Å:
Co (-2.856, -2.506, -0.141)  -0.438
Co (-1.610, -4.588, 0.808)  0.123
S (1.778, 1.998, 0.486)  1.414
O (1.886, 2.510, -0.871)  -0.708
O (1.311, 2.875, 1.533)  -0.772
O (-3.093, -2.637, 2.776)  -0.527
O (-0.566, -7.056, -0.320)  -0.415
O (-2.985, -6.232, 2.798)  -0.445
O (-5.785, -2.668, -0.148)  -0.459
O (-2.981, 0.355, -0.755)  -0.411
O (-0.983, -0.714, 1.063)  -0.688
O (1.106, -3.614, 1.257)  -0.382
C (-0.527, -0.861, -2.885)  0.876
C (-0.437, 0.409, 0.891)  0.109
C (-4.631, -2.618, -0.149)  0.242
C (0.873, 1.457, -3.521)  -0.432
C (-1.058, 0.051, -3.829)  -0.558
C (4.490, 1.759, 0.003)  -0.123
C (5.831, 1.952, 0.372)  -0.641
C (-0.377, 1.229, -4.102)  -0.527
C (-1.882, 1.770, 2.370)  -0.441
C (6.170, 2.168, 1.714)  -0.367
C (0.013, -3.969, 1.151)  0.078
C (-2.922, -0.732, -0.347)  0.593
C (-2.751, -2.884, 1.687)  0.336
C (-1.988, -3.899, -0.959)  -1.138
C (1.427, 0.524, -2.642)  0.144
C (-1.214, 1.660, 1.157)  0.569
C (-0.979, -6.088, 0.161)  0.492
C (0.736, -0.632, -2.311)  -0.577
C (-2.109, 3.783, 0.441)  -1.015
C (3.835, 1.919, 2.339)  -0.260
C (-1.655, -2.639, -1.447)  2.237
C (5.175, 2.117, 2.699)  -0.611
C (0.907, 0.507, 0.435)  -1.195
C (-2.645, 2.909, 2.645)  -0.773
C (-1.347, 2.642, 0.176)  0.603
C (-2.428, -5.587, 2.014)  0.205
C (-1.248, -2.075, -2.605)  -2.162
C (3.487, 1.775, 0.984)  -0.250
C (-2.763, 3.917, 1.678)  -0.400
H (7.206, 2.366, 1.984)  0.348
H (2.407, 0.681, -2.202)  0.343
H (-2.015, -0.192, -4.292)  0.398
H (-1.792, 0.955, 3.090)  0.420
H (-0.824, 1.958, -4.771)  0.338
H (1.428, 2.366, -3.738)  0.313
H (1.486, -0.409, 0.365)  0.924
H (4.217, 1.660, -1.047)  0.297
H (1.134, -1.395, -1.618)  0.331
H (6.597, 1.945, -0.406)  0.341
H (-2.308, -4.686, -1.663)  0.396
H (-0.862, 2.503, -0.790)  0.405
H (-3.389, 4.797, 1.876)  0.315
H (-2.210, 4.554, -0.327)  0.377
H (3.050, 1.932, 3.092)  0.392
H (-3.151, 3.001, 3.609)  0.340
H (5.437, 2.247, 3.750)  0.342
H (-1.618, -2.570, -3.520)  0.077

Forces on atoms 1 to 6 (eV/Å):
Co -2.23 0.95 3.61
Co 0.33 -1.14 0.77
S -0.67 -1.16 -0.56
O 0.39 0.86 0.50
O -0.34 0.67 0.16
O 0.54 -0.44 -1.01



# 3
# C3H7OP

A 2-piece molecular cluster, C3H7OP overall (the ωB97M-V functional and the def2-TZVPD basis, the OMol25 dataset).

Results
HOMO-LUMO gap (alpha / beta): 8.1 / 7.4 eV
LUMO energy (alpha / beta): 0.1292 / 0.0706 eV

Each line ends with the Mulliken charge.
Positions of all 12 atoms, in Å:
P (-1.599, -0.749, 0.216)  0.015
O (0.646, 0.501, -0.162)  -0.316
C (-2.285, 1.059, 0.232)  -0.892
C (1.839, 0.380, -0.141)  0.146
C (2.779, -0.659, 0.183)  -0.730
H (2.422, -1.704, 0.465)  0.275
H (3.495, -0.245, 0.856)  0.295
H (-3.337, 1.009, -0.088)  0.347
H (-1.880, -0.661, -1.234)  0.020
H (-1.781, 1.399, -0.678)  0.266
H (3.471, -1.060, -0.607)  0.307
H (-2.030, 1.414, 1.258)  0.267

Forces on atoms 1 to 6 (eV/Å):
P -1.35 0.75 -1.32
O 1.91 -0.10 -0.03
C 0.61 -2.03 0.08
C -1.96 1.10 -0.82
C 1.17 -3.63 -0.58
H -0.40 1.47 0.54



# 4
# C25H23GeN3PtS5SbTe

C25H23GeN3PtS5SbTe as an isolated structure (the ωB97M-V functional and the def2-TZVPD basis, the OMol25 dataset).

Results
HOMO-LUMO gap (alpha / beta): 4.4 / 5.3 eV
LUMO energy (alpha / beta): 3.9699 / 3.1739 eV
Net charge: -2
Multiplicity: 4

Each line ends with the Mulliken charge.
Positions of all 60 atoms, in Å:
Pt (0.249, -0.020, 0.550)  1.113
Te (-2.332, -0.212, -0.484)  0.076
Sb (-1.326, 3.082, -0.729)  0.609
Ge (2.426, -0.274, -0.400)  0.568
S (0.656, 2.256, 0.406)  -0.475
S (-1.389, 5.366, -0.598)  -0.727
S (-2.861, -3.633, -0.054)  0.193
S (-1.246, 2.288, -2.898)  -0.661
S (-2.066, 0.222, 1.764)  -0.426
N (0.568, -5.105, -1.337)  -0.588
N (0.079, -2.093, 0.747)  0.042
N (0.515, -4.918, 0.972)  -0.716
C (3.605, -2.190, 1.508)  -0.104
C (-4.436, -4.258, 0.142)  -0.587
C (-3.438, -2.032, -0.237)  0.087
C (0.390, -4.063, 2.053)  -0.770
C (3.542, -2.991, -0.740)  -0.057
C (6.859, 3.032, -0.580)  -0.889
C (4.092, -4.200, -0.330)  -0.598
C (4.404, -4.404, 1.007)  -0.330
C (4.160, -3.393, 1.927)  -0.778
C (6.005, 2.059, -2.603)  -0.840
C (-4.806, -1.996, -0.140)  -0.484
C (5.679, 2.667, 1.554)  -0.897
C (4.837, 1.643, -0.507)  0.500
C (0.423, -4.286, -0.202)  0.573
C (5.799, 2.446, 0.160)  1.141
C (4.981, 1.479, -1.914)  -0.395
C (3.761, 1.052, 0.232)  -0.022
C (0.190, -2.724, 1.958)  -0.291
C (6.966, 2.846, -1.925)  -0.414
C (4.630, 2.139, 2.240)  -0.988
C (0.201, -2.935, -0.354)  -0.455
C (2.236, -0.429, -2.340)  -1.508
C (3.671, 1.341, 1.571)  -0.175
C (-5.384, -3.279, 0.079)  -0.492
C (3.289, -1.961, 0.168)  0.249
H (0.357, -6.065, -1.112)  0.277
H (4.814, -5.352, 1.333)  0.328
H (0.094, -2.487, -1.332)  -0.002
H (7.580, 3.647, -0.051)  0.327
H (3.291, -2.859, -1.786)  0.163
H (-4.582, -5.315, 0.307)  0.355
H (7.777, 3.307, -2.477)  0.366
H (1.432, -1.142, -2.526)  0.251
H (4.383, -3.549, 2.976)  0.345
H (6.425, 3.275, 2.056)  0.306
H (3.406, -1.419, 2.245)  0.333
H (2.825, 0.967, 2.139)  0.403
H (-6.447, -3.456, 0.186)  0.355
H (4.520, 2.329, 3.301)  0.384
H (4.254, -4.992, -1.053)  0.347
H (-5.374, -1.077, -0.212)  0.351
H (0.448, -4.520, 3.035)  0.393
H (6.076, 1.925, -3.675)  0.401
H (0.070, -2.104, 2.836)  0.324
H (1.931, 0.531, -2.760)  0.357
H (4.242, 0.898, -2.443)  0.391
H (3.142, -0.788, -2.834)  0.495
H (0.076, -4.773, -2.151)  0.265

Forces on atoms 1 to 6 (eV/Å):
Pt -0.29 0.01 0.49
Te -0.41 -0.29 -0.10
Sb 0.24 0.45 -0.26
Ge 0.08 -0.12 -0.09
S -0.08 -0.01 -0.05
S 0.00 -0.07 0.15